112
Properties=species:S:1:pos:R:3:mulliken_spin:R:1 method="wB97M-V/def2-TZVPD" multiplicity=5 orbital_gap_ev="7.11 / 5.26" e_lumo_ev="-7.59 / -10.70" e_homo_ev="-14.70 / -15.97" charge=+3 de_lowest_kj_mol=3.6
Pd 1.255 -0.813 -0.006 0.06
C -1.061 2.686 2.513 0.08
C -2.384 2.906 1.763 0.21
C -2.506 4.373 1.323 0.05
C -3.539 2.466 2.675 0.02
P -2.417 1.800 0.264 0.26
C -1.131 2.217 -0.992 0.10
N 0.275 2.274 -0.591 0.05
B 1.240 1.210 -0.202 0.15
N 2.509 1.961 -0.007 0.12
C 3.793 1.350 0.302 -0.02
P 3.626 -0.432 -0.139 0.06
C 4.692 -1.303 1.120 0.00
C 6.016 -0.565 1.365 0.00
C 3.877 -1.334 2.423 0.01
C 4.969 -2.742 0.670 0.00
C 4.273 -0.532 -1.879 -0.01
C 3.635 0.614 -2.676 0.02
C 5.800 -0.400 -1.939 0.00
C 3.820 -1.872 -2.477 0.00
C 2.332 3.259 -0.237 0.21
C 3.257 4.324 -0.181 -0.02
C 2.796 5.556 -0.517 0.13
C 1.420 5.763 -0.927 0.20
C 0.501 4.743 -0.985 -0.09
C 0.939 3.466 -0.630 0.29
C -4.016 1.702 -0.695 0.12
C -4.792 3.024 -0.625 0.06
C -3.708 1.360 -2.156 0.03
C -4.820 0.571 -0.036 0.09
H -1.061 3.342 3.390 0.00
H -0.182 2.941 1.916 0.00
H -0.971 1.657 2.871 -0.01
H -2.571 4.977 2.235 0.01
H -3.397 4.580 0.735 0.00
H -1.623 4.712 0.774 0.00
H -3.455 3.017 3.617 0.00
H -3.495 1.397 2.911 -0.01
H -4.522 2.689 2.258 0.00
H -1.424 3.182 -1.398 0.03
H -1.265 1.493 -1.789 -0.02
H 4.038 1.463 1.353 0.00
H 4.585 1.815 -0.279 0.00
H 5.884 0.468 1.704 0.00
H 6.666 -0.565 0.490 0.00
H 6.550 -1.092 2.164 0.00
H 3.575 -0.337 2.761 0.00
H 4.491 -1.775 3.214 0.00
H 2.988 -1.951 2.304 0.00
H 5.581 -2.791 -0.232 0.00
H 4.052 -3.314 0.504 0.00
H 5.524 -3.248 1.466 0.00
H 4.084 1.586 -2.441 0.00
H 2.556 0.673 -2.519 0.00
H 3.801 0.430 -3.742 0.00
H 6.165 0.506 -1.443 0.00
H 6.101 -0.336 -2.990 0.00
H 6.309 -1.265 -1.512 0.00
H 2.736 -1.903 -2.605 0.00
H 4.130 -2.732 -1.874 0.00
H 4.275 -1.990 -3.466 0.00
H 4.287 4.169 0.119 0.00
H 3.468 6.407 -0.487 0.00
H 1.107 6.767 -1.205 0.00
H -0.510 4.947 -1.313 0.00
H -4.282 3.841 -1.141 0.00
H -5.040 3.331 0.388 0.00
H -5.738 2.852 -1.147 0.00
H -3.164 2.155 -2.674 0.00
H -4.668 1.247 -2.666 0.00
H -3.171 0.415 -2.269 0.00
H -5.064 0.792 1.011 0.00
H -4.289 -0.377 -0.074 -0.05
H -5.763 0.450 -0.582 0.00
F -1.937 -7.145 0.598 -0.01
C -1.780 -5.847 0.438 -0.02
C -2.826 -5.007 0.396 0.25
F -4.044 -5.458 0.489 0.03
C -2.693 -3.510 0.408 0.09
F -3.619 -3.012 -0.538 0.04
C -1.305 -3.073 -0.002 0.45
P -1.030 -1.362 -0.547 0.31
C -3.116 -2.988 1.792 0.08
C -4.469 -2.823 2.069 0.00
C -4.874 -2.434 3.340 0.00
C -3.937 -2.223 4.344 0.00
C -2.587 -2.406 4.078 0.01
C -2.176 -2.792 2.804 -0.02
C -1.033 -1.517 -2.338 0.10
C -0.339 -0.578 -3.122 0.04
C -0.386 -0.632 -4.505 -0.02
C -1.152 -1.610 -5.133 0.09
C -1.855 -2.541 -4.372 -0.03
C -1.796 -2.503 -2.989 0.05
C -0.287 -3.965 0.075 0.01
Br 1.508 -3.394 -0.162 0.00
C -0.477 -5.329 0.308 0.27
F 0.542 -6.147 0.370 0.04
H -5.209 -3.003 1.295 0.00
H -5.931 -2.314 3.552 0.00
H -4.263 -1.945 5.342 0.00
H -1.856 -2.279 4.868 0.00
H -1.124 -2.980 2.608 -0.01
H 0.255 0.179 -2.639 0.06
H 0.172 0.085 -5.099 0.00
H -1.202 -1.646 -6.217 0.00
H -2.449 -3.306 -4.863 0.00
H -2.340 -3.244 -2.413 0.01
N 0.490 -0.873 2.450 0.04
H 0.857 -1.677 2.949 0.00
H -0.518 -0.898 2.568 -0.01
H 0.839 -0.059 2.940 0.00

=====

119
Properties=species:S:1:pos:R:3:mulliken_spin:R:1 method="wB97M-V/def2-TZVPD" multiplicity=3 orbital_gap_ev="6.21 / 6.54" e_lumo_ev="2.32 / 2.32" e_homo_ev="-3.89 / -4.21" charge=-1
Ti 0.780 0.883 -0.479 1.46
C 1.716 5.556 1.847 0.00
C 1.111 4.384 2.614 0.00
O 1.127 4.660 4.030 0.00
P -0.626 4.203 2.129 0.02
O -1.160 2.902 2.862 0.00
O -1.290 5.457 2.881 0.00
O -0.902 4.185 0.690 0.01
P 2.074 2.846 2.322 0.03
O 1.589 1.868 3.532 0.00
O 3.498 3.210 2.538 0.00
O 1.569 2.224 1.056 0.03
H 1.178 6.470 2.098 0.00
H 1.651 5.394 0.770 0.00
H 2.770 5.646 2.115 0.00
H 2.057 4.786 4.262 0.00
H -0.696 2.704 3.690 0.00
H -2.144 5.684 2.494 0.00
H 2.192 1.956 4.279 0.00
Cl -0.224 2.741 -2.278 0.01
C -1.058 1.924 -3.596 -0.02
C -1.564 2.774 -4.574 0.00
C -2.272 2.239 -5.634 0.00
C -2.491 0.869 -5.707 0.00
C -1.983 0.045 -4.722 0.00
C -1.233 0.546 -3.650 -0.02
P -0.614 -0.589 -2.343 0.10
C -2.212 -1.374 -1.881 -0.02
C -3.395 -0.641 -1.928 0.01
C -4.589 -1.181 -1.478 0.00
C -4.624 -2.474 -0.977 0.00
C -3.457 -3.220 -0.940 0.00
C -2.262 -2.675 -1.389 -0.01
C 0.276 -1.918 -3.203 -0.04
C 0.886 -2.837 -2.345 0.11
C 1.645 -3.880 -2.845 0.01
C 1.837 -3.997 -4.214 0.00
C 1.279 -3.061 -5.067 0.00
C 0.501 -2.026 -4.568 0.01
H -1.402 3.839 -4.486 0.00
H -2.664 2.898 -6.398 0.00
H -3.061 0.445 -6.523 0.00
H -2.179 -1.019 -4.763 0.00
H -3.395 0.376 -2.295 0.00
H -5.486 -0.575 -1.504 0.00
H -5.554 -2.896 -0.615 0.00
H -3.464 -4.232 -0.553 0.00
H -1.373 -3.288 -1.353 0.00
H 0.799 -2.712 -1.269 -0.04
H 2.121 -4.573 -2.162 0.00
H 2.459 -4.788 -4.611 0.00
H 1.479 -3.106 -6.130 0.00
H 0.133 -1.275 -5.252 0.00
N 2.733 -0.274 -0.127 0.11
C 4.213 -0.269 -0.216 0.03
C 4.857 1.051 0.178 0.01
C 4.926 2.120 -0.908 -0.01
C 3.632 2.851 -1.218 0.02
N 2.617 1.986 -1.848 0.09
H 2.499 -0.145 0.857 -0.02
H 2.410 -1.194 -0.399 0.00
H 4.479 -0.545 -1.237 0.00
H 4.595 -1.056 0.445 0.00
H 5.886 0.817 0.471 0.00
H 4.380 1.457 1.072 0.00
H 5.301 1.668 -1.832 0.00
H 5.660 2.870 -0.600 0.00
H 3.871 3.683 -1.889 0.00
H 3.219 3.277 -0.304 0.00
H 3.033 1.130 -2.207 -0.02
H 2.254 2.445 -2.671 0.01
F 3.442 -0.451 -5.380 0.00
B 3.858 -0.778 -4.082 0.00
F 2.758 -0.602 -3.183 0.08
F 4.890 0.093 -3.667 0.00
F 4.299 -2.105 -4.022 0.00
C -5.130 -0.390 2.654 0.00
C -4.014 0.188 1.821 0.00
C -4.230 1.316 1.043 0.01
C -3.188 1.799 0.257 0.03
C -3.429 2.971 -0.656 0.00
C -1.970 1.139 0.269 0.04
C -1.662 0.021 1.083 -0.09
C -2.776 -0.432 1.844 -0.02
N -0.397 -0.499 1.049 -0.03
C -0.157 -1.561 2.050 0.06
C 1.315 -1.998 2.112 0.02
C 1.569 -3.117 3.131 0.00
C 1.190 -2.628 4.528 0.00
C -0.277 -2.202 4.513 0.00
C -1.156 -3.398 4.132 0.00
C -0.739 -3.943 2.762 0.00
C 0.733 -4.351 2.796 0.00
C -0.915 -2.863 1.691 0.00
C -0.462 -1.077 3.490 0.00
H -6.048 0.190 2.546 0.00
H -4.869 -0.411 3.715 0.00
H -5.346 -1.419 2.356 0.00
H -5.199 1.804 1.033 0.00
H -4.155 3.658 -0.215 0.00
H -3.845 2.638 -1.614 0.00
H -2.516 3.533 -0.839 0.00
H -1.221 1.625 -0.351 0.07
H -2.691 -1.289 2.492 0.00
H 1.932 -1.147 2.410 0.00
H 1.640 -2.335 1.124 -0.01
H 2.633 -3.373 3.105 0.00
H 1.819 -1.777 4.813 0.00
H 1.360 -3.422 5.264 0.00
H -0.566 -1.838 5.504 0.00
H -2.208 -3.096 4.110 0.00
H -1.062 -4.187 4.888 0.00
H -1.360 -4.808 2.508 0.00
H 1.025 -4.758 1.822 0.00
H 0.907 -5.135 3.543 0.00
H -1.969 -2.691 1.487 0.00
H -0.490 -3.224 0.747 -0.01
H 0.223 -0.253 3.696 0.00
H -1.466 -0.666 3.579 0.00